No. 1
C5H9NO | ωB97M-V/def2-TZVPD

Structure (XYZ):
```
16
Properties=species:S:1:pos:R:3
C 1.67 -2.14 -0.62
N 0.37 -1.65 -1.10
C -0.09 -0.62 -0.48
C -1.43 -0.05 -1.00
O 0.41 -0.19 0.69
H 2.27 -2.37 -1.51
H 2.17 -1.45 0.00
H 1.52 -3.04 0.03
H -1.37 1.02 -0.81
H -2.20 -0.51 -0.44
H -1.72 -0.25 -2.04
H 0.01 0.66 1.12
C -0.89 2.42 1.83
C 0.17 2.78 1.41
H -1.86 2.03 1.88
H 0.97 3.37 1.05
```

As for the SMILES: C/N=C(/C)O.C#C. For the HOMO-LUMO gap, the calculation gives 9.92 eV. As for the energy above the lowest of the compared OMol25 structures with the same formula, charge and spin: 3.8647 eV. The calculated total energy comes out at -325.79553 Ha. The calculation puts the max |F| at 3.22 eV Å⁻¹. Its LUMO energy is 0.848 eV. Its HOMO energy is -9.070 eV.

No. 2
C30H40N7O5S2V | ωB97M-V/def2-TZVPD

Structure (XYZ):
```
85
Properties=species:S:1:pos:R:3
V 0.21 -0.14 -0.13
C 4.62 5.42 -1.21
C 3.85 4.66 -2.28
C 2.96 5.65 -3.05
C 4.86 4.02 -3.25
C 2.98 3.56 -1.69
C 2.92 3.29 -0.33
C 2.12 2.26 0.14
N 1.38 1.51 -0.67
C 1.42 1.76 -1.99
C 2.20 2.76 -2.52
C 0.56 0.85 -2.83
C 0.45 0.97 -4.20
C -0.36 0.09 -4.93
C -1.03 -0.89 -4.20
C -0.87 -0.96 -2.83
N -0.11 -0.10 -2.15
C -0.47 0.23 -6.44
C -1.43 -0.79 -7.04
C 0.93 0.01 -7.04
C -0.96 1.64 -6.78
H 5.23 6.20 -1.68
H 5.31 4.78 -0.65
H 3.96 5.92 -0.50
H 3.57 6.44 -3.48
H 2.23 6.11 -2.39
H 2.42 5.16 -3.87
H 5.50 4.79 -3.68
H 4.36 3.51 -4.08
H 5.49 3.29 -2.74
H 3.50 3.86 0.39
H 2.08 2.03 1.19
H 2.21 2.93 -3.59
H 1.00 1.75 -4.72
H -1.66 -1.61 -4.69
H -1.36 -1.72 -2.23
H -1.10 -1.82 -6.88
H -1.49 -0.64 -8.12
H -2.44 -0.68 -6.64
H 1.32 -0.98 -6.80
H 1.64 0.76 -6.69
H 0.87 0.10 -8.13
H -1.95 1.83 -6.36
H -1.03 1.75 -7.87
H -0.28 2.42 -6.43
C -2.13 -3.67 1.80
S -2.15 -1.94 1.41
C -3.65 -1.83 0.48
O -1.03 -1.81 0.36
H -2.09 -4.24 0.87
H -3.04 -3.90 2.37
H -1.26 -3.87 2.41
H -4.50 -1.87 1.16
H -3.70 -2.64 -0.25
H -3.63 -0.86 -0.01
N -2.43 2.80 1.57
C -1.87 2.14 0.55
N -1.97 2.65 -0.69
O -1.29 1.05 0.76
H -2.90 3.69 1.46
H -2.32 2.42 2.49
H -2.39 3.54 -0.88
H -1.53 2.16 -1.44
O 4.29 -3.92 5.64
S 5.19 -5.02 5.38
O 4.58 -6.33 5.43
O 6.50 -4.91 5.98
C 5.53 -4.84 3.61
N 6.54 -5.52 3.04
C 6.71 -5.38 1.74
C 5.90 -4.57 0.93
C 4.89 -3.92 1.62
N 4.71 -4.05 2.92
C 3.87 -3.01 1.00
C 3.72 -2.82 -0.37
C 2.70 -2.00 -0.82
N 1.85 -1.38 0.00
C 2.02 -1.56 1.32
C 3.00 -2.35 1.86
H 7.53 -5.94 1.29
H 6.07 -4.49 -0.13
H 4.36 -3.30 -1.09
H 2.54 -1.83 -1.88
H 1.32 -1.06 1.99
H 3.11 -2.50 2.93
```

The total charge is +1. For the HOMO-LUMO gap (alpha / beta), the calculation gives 4.79 / 4.60 eV. The calculated total energy comes out at -3666.93828 Ha. The calculation puts the max |F| at 1.42 eV Å⁻¹. Its LUMO energy (alpha / beta) is -3.707 / -3.898 eV. Its HOMO energy (alpha / beta) is -8.502 / -8.503 eV. As for the spin multiplicity: 4.

No. 3
C4H14NO2 | ωB97M-V/def2-TZVPD

Structure (XYZ):
```
21
Properties=species:S:1:pos:R:3
C 0.83 -0.80 -0.80
C 2.13 -0.01 -0.90
C 2.09 1.41 -0.47
C 3.10 2.05 0.15
N 0.41 -1.13 0.53
H 0.95 -1.93 -1.24
H 0.00 -0.20 -1.17
H 2.60 0.07 -1.96
H 2.86 -0.69 -0.47
H 1.12 1.89 -0.79
H 3.36 3.07 -0.04
H 3.85 1.48 0.81
H -0.64 -1.40 0.47
H 0.53 -0.41 1.24
H 0.86 -1.97 0.86
H -5.32 0.72 -0.45
H -5.73 -0.28 0.56
O -4.94 0.21 0.23
H -3.05 -1.33 1.00
H -2.71 -0.02 1.42
O -2.30 -0.75 1.02
```

The total charge is +1. For the HOMO-LUMO gap, the calculation gives 9.66 eV. As for the energy above the lowest of the compared OMol25 structures with the same formula, charge and spin: 2.6631 eV. The calculated total energy comes out at -365.73286 Ha. The calculation puts the max |F| at 3.43 eV Å⁻¹. Its LUMO energy is -3.104 eV. Its HOMO energy is -12.763 eV.

No. 4
C5H7NO | ωB97M-V/def2-TZVPD

Structure (XYZ):
```
14
Properties=species:S:1:pos:R:3
C 1.18 -0.25 -1.25
C 0.43 0.47 -0.16
C 0.81 1.79 0.29
O 0.28 2.40 1.21
C -0.67 -0.03 0.47
C -1.75 -0.11 1.26
N -1.37 -1.33 0.41
H 1.48 0.45 -2.04
H 0.56 -1.03 -1.72
H 2.09 -0.74 -0.89
H 1.66 2.25 -0.27
H -1.87 -0.18 2.33
H -0.85 -2.13 0.76
H -1.98 -1.56 -0.38
```

As for the SMILES: C/C(=C/[O-])C1=C[NH2+]1. For the HOMO-LUMO gap, the calculation gives 7.88 eV. As for the energy above the lowest of the compared OMol25 structures with the same formula, charge and spin: 4.1015 eV. The calculated total energy comes out at -324.57374 Ha. The calculation puts the max |F| at 0.51 eV Å⁻¹. Its LUMO energy is 0.378 eV. Its HOMO energy is -7.504 eV.